DFT (wB97M-V/def2-TZVPD) results for an isolated molecule of C21H26N4O4S2.

Structure (XYZ):
```
57
Properties=species:S:1:pos:R:3
C -0.09112 1.69373 6.63762
C 0.75481 0.60219 6.06099
C 1.12495 -0.50647 6.80189
C 1.89777 -1.51493 6.24908
C 2.30683 -1.41933 4.93393
C 1.94977 -0.31952 4.16935
C 1.18203 0.68924 4.72959
O 0.76795 1.81892 4.05024
C 1.24054 2.02177 2.74754
C 0.64656 1.06357 1.71530
O 1.17347 0.87324 0.63397
N -0.51399 0.49953 2.12567
C -1.33499 -0.42145 1.46844
S -2.73754 -0.80977 2.24044
N -0.88682 -0.84643 0.28498
C -1.40815 -1.77892 -0.61432
C -2.29174 -2.78440 -0.24936
C -2.66738 -3.74767 -1.16837
C -2.14409 -3.72325 -2.44816
C -1.27603 -2.71407 -2.82759
C -0.91468 -1.70968 -1.93668
N -0.02717 -0.66959 -2.24576
C -0.52868 0.69298 -2.22212
C -1.01311 1.13229 -3.61004
N 0.08093 0.99763 -4.54384
S -0.07367 1.86934 -5.96795
C 0.85344 3.36037 -5.53700
O 0.63417 1.17813 -7.00365
O -1.44295 2.23394 -6.18983
C 0.51939 -0.37556 -4.66133
C 0.97238 -0.85417 -3.27532
H -1.07404 1.69620 6.16725
H -0.21742 1.55871 7.70807
H 0.36431 2.66379 6.44766
H 0.80026 -0.58085 7.82928
H 2.17456 -2.37163 6.84391
H 2.90437 -2.20011 4.48861
H 2.27302 -0.26948 3.14059
H 0.92990 3.03740 2.47712
H 2.33499 1.97333 2.68701
H -0.86232 0.77328 3.04037
H -0.01237 -0.41788 -0.03718
H -2.66690 -2.82533 0.75902
H -3.35448 -4.52543 -0.87436
H -2.41908 -4.48422 -3.16276
H -0.88710 -2.70690 -3.83353
H 0.28652 1.34983 -1.89980
H -1.35775 0.77492 -1.51927
H -1.87111 0.51659 -3.91770
H -1.32732 2.17541 -3.60090
H 1.86693 3.05755 -5.31442
H 0.37993 3.81775 -4.67947
H 0.82797 4.02779 -6.38869
H -0.29338 -1.00697 -5.04680
H 1.34302 -0.39985 -5.37388
H 1.84402 -0.26046 -2.97710
H 1.26059 -1.90510 -3.31073
```

Properties
Structure (SMILES)   Cc1ccccc1OCC(=O)NC(=S)Nc1ccccc1N1CCN(S(C)(=O)=O)CC1


DFT (wB97M-V/def2-TZVPD) results for an isolated molecule of C21H26N4O4S2 at a distorted geometry.

Structure (XYZ):
```
57
Properties=species:S:1:pos:R:3
N -0.36418 -6.70817 -2.44297
C -1.18608 -5.91380 -2.48488
C -2.22865 -4.92373 -2.49985
C -2.11391 -3.93554 -1.32058
N -1.06791 -2.95133 -1.47481
C 0.30123 -3.44313 -1.46974
C 1.23872 -2.29919 -1.22367
C 2.22277 -1.94818 -2.13824
C 3.03168 -0.85496 -1.87031
C 2.81828 -0.14763 -0.69815
N 1.89297 -0.48328 0.18686
C 1.13185 -1.52995 -0.06837
S -1.34761 -1.83581 -2.71760
O -2.76272 -1.80269 -2.94340
O -0.48873 -2.10830 -3.83402
C -0.86797 -0.28549 -1.96123
C -1.52496 0.11512 -0.81185
C -1.17359 1.31716 -0.22114
C -0.16818 2.07932 -0.78515
S 0.25857 3.67266 -0.06147
O -0.82969 4.56112 -0.35158
O 1.56872 4.01455 -0.54061
N 0.27603 3.36350 1.56447
C -0.60441 4.11223 2.43056
C -1.37000 3.22167 3.40909
C -0.47266 2.30388 4.24012
C 0.15411 1.17956 3.41083
C 1.48469 1.53218 2.74036
C 1.53362 2.94050 2.13392
C 0.46931 1.68827 -1.94635
C 0.10888 0.49332 -2.54992
H -3.19101 -5.43961 -2.44762
H -2.18453 -4.35909 -3.43558
H -3.04733 -3.37464 -1.25611
H -1.94773 -4.47381 -0.38257
H 0.55202 -3.92420 -2.42292
H 0.38979 -4.18302 -0.66826
H 2.34200 -2.51761 -3.04785
H 3.80671 -0.55671 -2.55841
H 3.41079 0.72096 -0.44532
H 0.39357 -1.77031 0.68569
H -2.30008 -0.51408 -0.40444
H -1.66846 1.67580 0.66647
H -1.30335 4.64431 1.78380
H -0.02358 4.85566 2.99464
H -2.08909 2.60997 2.86048
H -1.93556 3.87692 4.07505
H -1.08816 1.85903 5.02586
H 0.30754 2.88845 4.72953
H -0.55851 0.87153 2.64436
H 0.32929 0.31411 4.05375
H 1.67499 0.79283 1.96084
H 2.29072 1.46529 3.47370
H 2.27637 2.97123 1.33515
H 1.83484 3.66871 2.89687
H 1.23711 2.32507 -2.35593
H 0.57143 0.14934 -3.46151
```

Properties
Structure (SMILES)   N#CCCN(Cc1cccnc1)S(=O)(=O)c1ccc(S(=O)(=O)N2CCCCCC2)cc1


DFT (wB97M-V/def2-TZVPD) results for an isolated molecule of C21H26N4OS.

Structure (XYZ):
```
53
Properties=species:S:1:pos:R:3
C -0.73147 -3.95146 1.67162
O 0.08495 -3.78529 0.53072
C -0.51520 -4.18555 -0.67815
C -1.63134 -3.23359 -1.14437
N -1.21308 -1.86361 -0.98869
C -1.80906 -1.00399 -0.12757
S -3.30610 -1.34292 0.51310
N -1.18028 0.15929 0.15989
C 0.19311 0.42526 -0.21239
C 1.18674 -0.30006 0.71692
C 2.58453 -0.15019 0.21841
C 3.33356 -1.07885 -0.45333
C 3.01433 -2.47802 -0.84644
N 4.55403 -0.53199 -0.77056
C 4.61466 0.75180 -0.31026
C 5.63048 1.69410 -0.38781
C 5.39860 2.92957 0.17852
C 4.18733 3.22188 0.81015
C 3.17668 2.29031 0.88966
C 3.38042 1.03305 0.32226
C -1.84193 1.08940 1.05539
C -2.97011 1.81617 0.36839
C -4.20967 1.97441 0.97387
C -5.21082 2.64594 0.29337
C -4.93219 3.13378 -0.97414
N -3.75791 2.98718 -1.56308
C -2.80878 2.34486 -0.90814
H -1.06530 -4.99067 1.76231
H -1.60692 -3.29595 1.64831
H -0.11066 -3.69336 2.52742
H 0.29984 -4.18604 -1.40860
H -0.91694 -5.20502 -0.59666
H -2.54228 -3.36867 -0.55579
H -1.86088 -3.44086 -2.19479
H -0.25337 -1.69182 -1.24565
H 0.36121 1.50216 -0.15401
H 0.36935 0.13954 -1.25450
H 1.10270 0.12698 1.71905
H 0.92150 -1.35688 0.78096
H 3.88444 -3.11814 -0.70701
H 2.72815 -2.52768 -1.89924
H 2.19864 -2.87016 -0.24463
H 5.29267 -1.01694 -1.25100
H 6.56797 1.46542 -0.87339
H 6.16675 3.68738 0.13690
H 4.04759 4.20131 1.24377
H 2.24742 2.52745 1.38692
H -1.10004 1.80927 1.41012
H -2.23998 0.54434 1.91853
H -4.38894 1.56338 1.95686
H -6.18719 2.77868 0.73297
H -5.68018 3.66261 -1.55026
H -1.86854 2.24269 -1.43627
```

Properties
Structure (SMILES)   COCCNC(=S)N(CCc1c(C)[nH]c2ccccc12)Cc1cccnc1


DFT (wB97M-V/def2-TZVPD) results for the ion C21H26N5O with charge +1.

Structure (XYZ):
```
53
Properties=species:S:1:pos:R:3
O 5.90574 2.26746 -1.25096
C 4.98385 2.96820 -0.45220
C 3.56026 2.43785 -0.68760
N 3.61587 1.00306 -0.54900
C 2.64932 0.23558 -0.08158
N 1.49710 0.81889 0.22906
C 0.47954 0.11022 0.69760
N -0.64429 0.73606 1.02293
C -1.79881 0.04111 1.57036
C -2.83280 1.07768 2.03518
N -3.26614 1.97460 0.98975
C -4.52367 1.63604 0.33053
C -4.49160 0.35221 -0.46446
C -4.14726 0.35943 -1.81218
C -4.03935 -0.82510 -2.52166
C -4.28372 -2.03527 -1.89564
C -4.65518 -2.05370 -0.56138
C -4.75718 -0.86920 0.14731
C -2.19891 2.32295 0.06414
C -0.83256 2.14399 0.71408
N 0.57145 -1.23878 0.85265
C 1.73631 -1.91989 0.56140
C 1.81600 -3.29970 0.73846
C 2.99156 -3.95618 0.44692
C 4.09736 -3.24886 -0.01931
C 4.02709 -1.88584 -0.20065
C 2.84266 -1.19558 0.08233
H 5.91105 2.62788 -2.14461
H 5.27873 2.77501 0.58243
H 5.01871 4.04648 -0.63070
H 2.85518 2.84740 0.03562
H 3.22249 2.69562 -1.69823
H 4.51821 0.61123 -0.79397
H -1.49681 -0.56665 2.43013
H -2.25120 -0.60527 0.80666
H -3.69680 0.55724 2.44649
H -2.39284 1.67088 2.84531
H -4.76908 2.47497 -0.32487
H -5.28806 1.57858 1.10851
H -3.98931 1.30084 -2.31954
H -3.77433 -0.80147 -3.56812
H -4.20532 -2.95849 -2.44938
H -4.87540 -2.99179 -0.07359
H -5.06690 -0.89482 1.18275
H -2.22686 1.69945 -0.84327
H -2.32801 3.36788 -0.23551
H -0.76116 2.74067 1.62680
H -0.03871 2.44599 0.03239
H -0.22045 -1.77697 1.17495
H 0.95663 -3.84153 1.10329
H 3.05619 -5.02402 0.58298
H 5.01313 -3.77340 -0.23955
H 4.89582 -1.35703 -0.56056
```

Properties
Structure (SMILES)   OCCNc1nc(=[N+]2CCN(Cc3ccccc3)CC2)[nH]c2ccccc12
Net charge   +1


DFT (wB97M-V/def2-TZVPD) results for a cluster of 6 separate species, C21H26N5O3 in total at a distorted geometry.

Structure (XYZ):
```
55
Properties=species:S:1:pos:R:3
O 1.94643 -0.73496 -0.40507
C 1.87769 -2.06874 -0.44450
O 0.74218 -2.58157 -0.63786
O 2.74555 -2.85738 -0.04420
H 2.79837 -0.60718 0.01856
N 3.16924 2.07384 -6.14019
C 3.77872 1.44108 -7.20691
C 4.96680 0.83061 -6.75675
C 5.06577 1.00278 -5.43072
C 3.99047 1.71597 -5.09178
H 2.46319 2.79598 -6.13080
H 3.43808 1.63628 -8.21302
H 5.60323 0.31032 -7.45723
H 5.90288 0.61876 -4.86664
H 3.80651 2.20225 -4.14517
N -4.25541 4.13403 -0.53292
C -2.95421 4.08376 -0.06908
C -2.84395 5.24462 0.71639
C -4.02390 6.01857 0.63568
C -4.91199 5.26747 -0.13205
H -4.54105 3.33322 -1.07810
H -2.33470 3.27210 -0.42099
H -1.94624 5.64253 1.16601
H -4.16416 6.98890 1.08865
H -5.93779 5.49199 -0.38448
N -2.19906 -5.92654 3.53878
C -2.10278 -7.12257 4.08007
C -0.93174 -7.27823 4.71454
C -0.20508 -6.01373 4.57262
C -1.11334 -5.18862 3.83866
H -3.01350 -5.53002 3.09208
H -2.83951 -7.87174 3.83031
H -0.41951 -8.09608 5.19946
H 0.78516 -5.79438 4.94371
H -1.04287 -4.21685 3.37273
N -4.55691 -1.15482 -2.23391
C -4.66548 -0.35869 -3.33086
C -5.97362 -0.20979 -3.67666
C -6.71376 -0.95591 -2.75750
C -5.76320 -1.41443 -1.79536
H -3.72936 -1.61706 -1.88521
H -3.69221 -0.20463 -3.77291
H -6.42979 0.37549 -4.46137
H -7.79356 -0.94799 -2.77659
H -5.91732 -2.02453 -0.91763
N 5.91303 1.17007 5.72309
C 6.48643 2.11418 4.94095
C 5.56900 2.34994 3.91702
C 4.29896 1.72263 4.24038
C 4.58812 0.95835 5.37292
H 6.30772 0.68521 6.51633
H 7.52595 2.37143 5.08106
H 5.68475 2.94919 3.02601
H 3.41867 1.81434 3.62144
H 4.14312 0.16054 5.94901
```

Properties
Net charge   -1


DFT (wB97M-V/def2-TZVPD) results for an isolated molecule of C21H26N6O3 at a distorted geometry.

Structure (XYZ):
```
56
Properties=species:S:1:pos:R:3
C -0.09616 2.29294 2.53297
N -0.39803 1.90259 1.17391
C -1.51027 2.41840 0.54119
O -2.23867 3.21176 1.10236
N -1.74193 2.01433 -0.76209
C -2.98356 2.48685 -1.35510
C -4.17961 1.74954 -0.73727
N -3.92743 0.32388 -0.66931
C -4.71007 -0.35429 0.34590
C -4.21945 -1.79861 0.45238
O -4.34166 -2.47847 -0.77356
C -3.62770 -1.80355 -1.78446
C -4.09216 -0.35744 -1.94149
C -0.97813 1.12065 -1.52585
O -1.25028 0.86706 -2.68963
C 0.11675 0.61609 -0.77700
C 0.38922 1.00895 0.52216
N 1.50099 0.40717 0.99689
C 1.91953 -0.36261 -0.00335
N 1.12300 -0.28189 -1.09836
C 1.34853 -0.93683 -2.35827
C 2.83758 -1.24879 -2.45187
C 3.26650 -1.96372 -1.17227
N 3.04615 -1.11695 -0.01128
C 3.86809 -1.23425 1.12699
C 3.31426 -1.28911 2.40244
C 4.13248 -1.40519 3.51035
C 5.50749 -1.47683 3.36523
C 6.06198 -1.41828 2.09835
C 5.25210 -1.29366 0.98488
H -0.52592 3.27711 2.71034
H 0.98477 2.30743 2.65380
H -0.52766 1.58086 3.23897
H -3.08342 3.55726 -1.16605
H -2.90712 2.30126 -2.42657
H -4.30877 2.11650 0.28293
H -5.08772 1.99375 -1.31365
H -4.56690 0.14948 1.30439
H -5.78780 -0.35541 0.10114
H -4.81495 -2.35927 1.17540
H -3.16504 -1.79209 0.77095
H -3.79386 -2.36605 -2.70453
H -2.55330 -1.80236 -1.54482
H -3.47137 0.12659 -2.69478
H -5.14666 -0.34199 -2.27231
H 1.00807 -0.27592 -3.15854
H 0.75636 -1.85911 -2.40861
H 3.03862 -1.87928 -3.31659
H 3.40257 -0.32048 -2.55450
H 4.32206 -2.23021 -1.21659
H 2.68948 -2.89313 -1.06171
H 2.24543 -1.22802 2.51776
H 3.69041 -1.44793 4.49456
H 6.14331 -1.57237 4.23219
H 7.13393 -1.46070 1.97340
H 5.70616 -1.22218 0.00757
```

Properties
Structure (SMILES)   Cn1c(=O)n(CCN2CCOCC2)c(=O)c2c1nc1n2CCCN1c1ccccc1


LUMO level? In order: 0.245 -0.004 0.628 -2.986 2.378 0.547 eV.
Relative energy (zero: lowest compared OMol25 entry of this formula, charge and spin)? In order: 20.0 57.6 20.6 0.0 79.9 0.0 kcal per mole.